No. 1
DFT (ωB97M-V/def2-TZVPD) results for a structure of composition C29H48Cl2HgN3O4Si at a distorted geometry.

```
88
Properties=species:S:1:pos:R:3:forces:R:3
C -1.9310 -0.6324 -5.9178 -0.30 0.04 0.05
C -1.3550 -1.4467 -4.7744 -1.07 -0.98 1.12
H -2.1535 -1.2779 -6.7791 -0.04 0.15 0.26
H -1.2520 0.1591 -6.2654 0.03 -0.19 0.21
H -2.8542 -0.1437 -5.5892 0.00 0.05 -0.12
C -0.7845 -2.6975 -5.0547 0.72 -0.27 0.24
C -0.4248 -3.2032 -6.4006 0.20 -0.02 -0.27
H -0.7464 -3.4348 -4.2676 -0.02 -0.04 -0.02
H 0.1908 -2.4982 -6.9801 -0.04 -0.15 -0.21
H -1.2978 -3.4768 -7.0170 -0.01 -0.01 -0.39
H 0.1614 -4.1284 -6.2892 -0.03 0.17 -0.14
Hg 0.2747 2.0925 0.4081 -0.62 -0.50 1.06
Cl 2.2736 3.2065 0.9231 0.12 0.10 -0.09
C -0.6113 -2.3443 1.7815 0.41 0.98 -0.60
O -0.0513 -1.3162 1.4065 -0.52 -1.47 0.69
N 0.0288 -3.4642 2.2126 -0.13 -0.01 0.45
C 1.4576 -3.4320 2.4488 -0.04 -0.20 -0.02
C -0.7050 -4.5643 2.8186 0.04 0.35 -0.22
H -1.7186 -2.4560 1.7784 0.32 0.06 -0.08
H 1.9285 -2.6818 1.8147 -0.10 0.06 0.03
H 1.8609 -4.4229 2.2218 0.09 0.05 -0.04
H 1.6734 -3.2179 3.5048 0.03 0.05 -0.09
H -1.7467 -4.5436 2.4778 0.23 -0.01 0.06
H -0.6836 -4.5093 3.9168 0.00 -0.02 -0.11
H -0.2514 -5.5133 2.5120 -0.12 0.08 0.02
H 1.2136 3.8595 5.7152 0.05 -0.06 -0.20
H -0.5607 5.3865 6.4205 0.00 0.11 -0.08
C 1.1134 4.1293 4.6563 0.03 -0.10 0.05
C -0.5749 5.7881 5.4016 -0.03 0.02 -0.30
N -0.1762 4.7651 4.4597 0.04 0.24 0.10
H 1.1730 3.2428 4.0248 -0.01 0.09 0.07
C -0.9837 4.4347 3.4297 0.25 -1.21 -0.82
O -0.8002 3.4880 2.6638 -0.29 1.30 0.87
H -1.5942 6.0940 5.1523 0.12 0.07 0.17
H -1.8543 5.1117 3.3347 0.05 -0.19 0.04
H 1.9410 4.8005 4.3846 -0.24 -0.08 0.04
H 0.0804 6.6656 5.3416 -0.04 -0.11 0.11
H 1.8490 -0.1159 -3.2020 0.05 0.01 0.09
H 2.3277 -2.6598 -4.0189 -0.08 0.01 0.21
C 2.7382 -0.3238 -2.5983 -0.43 -0.12 -0.19
C 3.0402 -2.7125 -3.1862 -0.23 0.12 0.26
N 2.7165 -1.7134 -2.1702 0.68 -0.30 0.81
H 2.7543 0.3298 -1.7239 0.02 -0.15 -0.13
C 2.8003 -2.0133 -0.8312 0.06 0.93 -0.17
O 2.6529 -1.2107 0.0908 0.33 -1.04 -1.06
H 2.9797 -3.7133 -2.7405 0.04 0.21 -0.14
H 3.0692 -3.0835 -0.6685 -0.33 0.28 0.05
H 3.6200 -0.1523 -3.2260 0.04 0.03 0.12
H 4.0462 -2.5449 -3.5914 -0.01 -0.05 0.09
O -0.8582 -0.5121 -3.7151 1.17 0.86 0.25
C -1.9416 -1.2944 -3.2913 -0.36 0.03 -1.31
C -0.4076 -2.8071 -2.0275 -0.09 -0.49 0.22
C -1.7068 -2.3273 -2.2627 -0.35 -0.32 0.65
H 0.4173 -2.3385 -2.5483 -0.22 0.00 0.00
C -0.1708 -3.9287 -1.2280 -0.39 0.45 -0.09
H -2.8882 -0.7466 -3.2509 -0.06 -0.09 0.38
C -2.7575 -2.9331 -1.5195 0.42 0.08 -0.34
H 0.8383 -4.3109 -1.1219 0.05 0.04 0.00
C -1.2204 -4.5686 -0.5692 -0.11 0.07 -0.17
C -2.5071 -4.0376 -0.6934 0.03 -0.04 -0.03
H -3.7779 -2.5427 -1.6107 0.39 -0.15 0.01
H -1.0349 -5.4732 0.0218 -0.12 0.39 -0.17
H -3.3182 -4.5183 -0.1365 0.11 0.25 -0.26
Si -0.6448 3.9407 -2.5299 1.17 -0.71 0.93
Cl 0.2200 1.8849 -2.2409 -0.61 2.00 -1.63
C 0.8060 5.1254 -2.6216 0.38 0.05 -0.06
C -1.7025 4.4738 -1.0628 -0.27 0.00 -0.08
C -1.5520 3.9754 -4.1367 -0.25 -0.20 -0.31
H 1.1181 5.5802 -1.6705 -0.26 -0.34 -0.11
H 0.5395 5.9477 -3.2961 0.01 -0.05 0.00
H 1.6938 4.6338 -3.0310 -0.11 0.03 -0.06
H -0.9147 3.5967 -4.9524 -0.28 0.11 0.27
H -1.8346 5.0225 -4.3579 0.08 -0.44 0.09
H -2.4616 3.3596 -4.0752 0.24 0.16 -0.17
H -1.9632 3.6888 -0.3378 0.03 0.23 -0.33
H -2.6370 4.8711 -1.4959 0.17 -0.12 0.25
H -1.2102 5.2954 -0.5146 -0.08 -0.35 -0.24
C -4.0790 -0.1776 0.8108 0.41 0.02 0.06
C -3.1582 -0.0677 1.8586 0.27 0.31 -0.31
C -1.9515 0.6261 1.6539 -1.16 -0.54 0.73
C -1.6387 1.1598 0.4189 1.08 0.55 0.02
C -2.5181 1.0208 -0.6406 -0.80 -0.37 0.23
C -3.7440 0.3707 -0.4254 0.06 0.06 -0.09
H -5.0238 -0.7138 0.9465 0.33 0.21 -0.06
H -3.3578 -0.5313 2.8228 -0.04 0.14 -0.08
H -1.2650 0.7404 2.4894 -0.17 -0.09 -0.19
H -2.3012 1.3791 -1.6430 0.09 -0.06 0.19
H -4.4338 0.2695 -1.2565 0.01 -0.01 0.00
```
Forces are in eV/Å.

## Properties
Net charge   -1
HOMO energy   -1.2 eV
Total energy   -2962.34696 Ha
Frontier orbital gap   0.1261 Ha

The molecule's Mulliken atomic charges, reported in e, are given here: number 1, C, carries -1.626; number 2, C, carries 1.190; number 3, H, carries 0.372; number 4, H, carries 0.221; number 5, H, carries 0.352; number 6, C, carries -0.574; number 7, C, carries -1.845; number 8, H, carries 0.471; number 9, H, carries 0.297; number 10, H, carries 0.410; number 11, H, carries 0.366; number 12, Hg, carries 0.666; number 13, Cl, carries -0.660; number 14, C, carries -0.036; number 15, O, carries -0.493; number 16, N, carries 0.609; number 17, C, carries -0.916; number 18, C, carries -1.043; number 19, H, carries 0.148; number 20, H, carries 0.120; number 21, H, carries 0.323; number 22, H, carries 0.301; number 23, H, carries 0.308; number 24, H, carries 0.313; number 25, H, carries 0.341; number 26, H, carries 0.304; number 27, H, carries 0.303; number 28, C, carries -0.804; number 29, C, carries -0.878; number 30, N, carries 0.163; number 31, H, carries 0.173; number 32, C, carries 0.077; number 33, O, carries -0.503; number 34, H, carries 0.276; number 35, H, carries 0.290; number 36, H, carries 0.277; number 37, H, carries 0.312; number 38, H, carries 0.081; number 39, H, carries 0.320; number 40, C, carries -0.896; number 41, C, carries -0.968; number 42, N, carries 0.437; number 43, H, carries 0.285; number 44, C, carries 0.068; number 45, O, carries -0.559; number 46, H, carries 0.315; number 47, H, carries 0.292; number 48, H, carries 0.286; number 49, H, carries 0.317; number 50, O, carries -0.235; number 51, C, carries -0.633; number 52, C, carries -0.347; number 53, C, carries 0.835; number 54, H, carries 0.718; number 55, C, carries -0.682; number 56, H, carries 0.343; number 57, C, carries -0.650; number 58, H, carries 0.274; number 59, C, carries -0.477; number 60, C, carries -0.786; number 61, H, carries 0.314; number 62, H, carries 0.404; number 63, H, carries 0.329; number 64, Si, carries 0.428; number 65, Cl, carries -0.021; number 66, C, carries -1.094; number 67, C, carries -0.836; number 68, C, carries -1.035; number 69, H, carries 0.311; number 70, H, carries 0.331; number 71, H, carries 0.283; number 72, H, carries 0.281; number 73, H, carries 0.342; number 74, H, carries 0.307; number 75, H, carries 0.154; number 76, H, carries 0.368; number 77, H, carries 0.296; number 78, C, carries -0.544; number 79, C, carries -0.566; number 80, C, carries -0.517; number 81, C, carries -0.093; number 82, C, carries 0.645; number 83, C, carries -0.492; number 84, H, carries 0.334; number 85, H, carries 0.434; number 86, H, carries 0.381; number 87, H, carries -0.019; number 88, H, carries 0.333

***

No. 2
DFT (ωB97M-V/def2-TZVPD) results for an isolated molecule of CH3NSi at a distorted geometry.

```
6
Properties=species:S:1:pos:R:3:forces:R:3
C -1.4338 -0.2453 0.1521 2.96 0.87 -0.06
N -2.5503 -0.0223 -0.0360 0.12 -0.30 0.15
Si 0.7774 -0.0068 0.0262 -3.62 -0.71 1.98
H 1.4223 0.1766 1.3742 -0.35 -0.56 -0.59
H 0.9526 -1.0882 -0.8578 0.74 -1.17 -0.43
H 0.8317 1.1861 -0.6587 0.16 1.88 -1.05
```
Forces are in eV/Å.

## Properties
Net charge   0
HOMO energy   -11.6 eV
Total energy   -384.08105 Ha
Frontier orbital gap   0.4294 Ha
Energy above the lowest of the compared OMol25 structures with the same formula, charge and spin   92.73 kJ/mol

The molecule's natural (NBO) atomic charges, reported in e, are given here: number 1, C, carries -0.073; number 2, N, carries -0.393; number 3, Si, carries 0.892; number 4, H, carries -0.116; number 5, H, carries -0.141; number 6, H, carries -0.168

***

Question: Which value of net charge does entry 1 give?
Answer: -1

***

Question: The highest frontier orbital gap belongs to which entry?
Answer: CH3NSi

***

Question: Which of these has the highest frontier orbital gap?
Answer: CH3NSi